Entry 1:
C4H5N3O | wB97M-V/def2-TZVPD

Last column: Mulliken charge in e.
Positions of all 13 atoms, in Å:
C 1.0484 -0.9955 0.4608  -0.599
C 0.3046 1.0275 0.5448  0.526
C -1.2380 1.0655 -0.9803  -0.146
C -0.3180 -0.3436 0.5184  0.159
H 1.4051 -0.9522 -0.5337  0.322
H 1.1371 -2.0104 0.9600  0.295
H -1.8593 1.2941 -1.7636  0.431
H -1.5098 -1.0949 -1.4944  0.367
H -0.8813 -0.6468 1.3700  0.296
N 1.5504 1.0785 0.7986  -0.512
N -0.4681 1.9634 -0.3224  -0.635
N -1.0515 -0.1472 -0.7637  -0.309
O 1.8805 -0.2385 1.2055  -0.195

Gap between HOMO and LUMO (eV): 8.7
Energy above the lowest of the compared OMol25 structures with the same formula, charge and spin (kJ/mol): 536.9
HOMO level (eV): -8.69
Electronic energy (eV): -10742.050


Entry 2:
C28H44BrN3P2Sn | wB97M-V/def2-TZVPD

Last column: Mulliken charge in e.
Positions of all 79 atoms, in Å:
N -5.9894 4.3270 -5.8023  -0.526
C -5.5572 4.7007 -4.6017  -0.370
C -4.5867 3.9655 -3.9201  -0.474
C -4.0106 2.7802 -4.4422  0.386
C -4.5041 2.3987 -5.7182  -0.307
C -5.5113 3.1933 -6.3318  -0.328
C -3.0439 2.1320 -3.5335  -0.462
Sn 0.1437 0.4075 -1.7789  1.027
P 2.7197 -0.1871 -1.8848  0.422
C -1.7794 1.5632 -3.5616  -0.338
C -0.9037 2.2952 -2.6302  0.491
C 0.1660 3.0991 -3.1008  -0.175
C 0.8568 3.9241 -2.2541  -0.761
C 0.2709 4.2356 -1.0177  0.008
C -0.8134 3.4721 -0.4802  -1.410
C -1.3760 2.4658 -1.2513  -0.630
Br 1.1389 5.3861 -0.0248  -0.039
H -3.2781 2.5841 -2.5520  0.335
H -1.3776 0.9176 -4.3431  0.641
H -4.3050 4.3316 -2.9391  0.345
H -4.1437 1.4941 -6.2152  0.390
H -5.9696 5.6046 -4.1418  0.350
H -5.9585 2.9070 -7.2963  0.372
H 0.4832 2.9812 -4.1273  0.541
H -2.1620 1.7992 -0.8874  0.931
H 1.7942 4.3766 -2.5521  0.608
H -1.1389 3.6151 0.5464  0.811
P -0.5664 -2.3717 -1.8735  -0.077
C 3.6528 1.2893 -1.3296  -0.248
C 5.1684 1.2477 -1.5042  -1.358
H 3.3759 1.4106 -0.2701  0.419
H 3.2087 2.1551 -1.8468  0.217
H 5.5718 2.1996 -1.1420  0.415
H 5.6379 0.4569 -0.9082  0.277
H 5.5022 1.1053 -2.5415  0.312
C 3.8047 -1.0657 -3.1543  -0.829
C 5.0573 -1.8927 -2.8372  -1.273
H 4.0749 -0.2691 -3.8642  0.534
H 3.0791 -1.7069 -3.6785  0.474
H 5.4459 -2.2492 -3.8030  0.398
H 5.8680 -1.3042 -2.3820  0.273
H 4.8706 -2.7757 -2.2089  0.318
C 2.9159 -1.4020 -0.4966  -0.266
C 4.2328 -1.4340 0.2813  -1.558
H 2.7403 -2.3860 -0.9682  0.204
H 2.0754 -1.2077 0.1887  0.496
H 4.1405 -2.2200 1.0433  0.420
H 5.0999 -1.7093 -0.3353  0.289
H 4.4658 -0.4871 0.7888  0.328
C -0.3257 -3.0754 -0.1878  -0.247
C -1.3630 -4.1841 0.0916  -1.172
H -0.3596 -2.2410 0.5457  0.194
H 0.7108 -3.4781 -0.1488  0.504
H -2.2743 -3.7571 0.5504  0.241
H -1.6384 -4.7124 -0.8415  0.211
H -0.9105 -4.9232 0.7753  0.393
C -0.2112 -3.9271 -2.8155  -0.407
C -0.3829 -3.6663 -4.2931  -1.336
H -0.8540 -4.7571 -2.5243  0.416
H 0.8208 -4.1994 -2.5659  0.458
H -1.3873 -3.9312 -4.6348  0.366
H -0.2168 -2.6107 -4.4989  0.273
H 0.3232 -4.2753 -4.8661  0.371
C -2.3875 -2.0733 -1.9942  -0.654
C -2.9282 -1.3144 -0.7831  -0.733
H -2.9050 -3.0343 -2.1427  0.580
H -2.5524 -1.5153 -2.9304  0.474
H -3.6495 -0.5468 -1.0894  0.311
H -3.4423 -1.9921 -0.0891  0.330
H -2.1469 -0.7900 -0.2100  -0.058
N -2.4990 -0.5851 2.7684  -0.188
C -2.4222 0.0926 3.9453  -0.267
C -1.8295 1.3110 3.6402  -0.798
C -1.5678 1.2678 2.2594  -0.228
N -1.9124 0.0797 1.7315  0.032
H -3.0078 -1.4542 2.5921  0.192
H -2.7965 -0.3094 4.8786  0.457
H -1.6208 2.1274 4.3076  0.407
H -1.1950 2.0793 1.6593  0.271

Gap between HOMO and LUMO (eV): 5.9
Energy above the lowest of the compared OMol25 structures with the same formula, charge and spin (kJ/mol): 231.5
HOMO level (eV): -13.37
Total charge: +2
Electronic energy (eV): -128653.166


Entry 3:
C14H21BN2O2 | wB97M-V/def2-TZVPD

Last column: Mulliken charge in e.
Positions of all 40 atoms, in Å:
C -4.0013 -0.0137 -0.4552  -1.010
B -3.4011 0.8012 0.7636  -0.026
C -3.8333 0.5407 2.1714  -0.347
C -2.9425 0.7148 3.1649  -0.822
C -1.6036 1.1881 2.9515  0.978
C -0.6403 1.3615 3.9891  -0.852
C 0.6514 1.6908 3.6962  -0.565
C 1.0799 1.9141 2.3908  -0.553
C 0.1811 1.7776 1.3514  0.148
O 0.5918 1.7760 -0.0027  -0.476
C 1.4851 0.7036 -0.3287  -0.906
C 0.8165 -0.4470 -1.0892  0.888
O -0.2715 -0.9906 -0.3781  -0.628
C 1.7991 -1.5599 -1.4189  -1.007
N 2.6729 -1.3358 -2.6107  0.003
C 1.9184 -1.1103 -3.8497  -0.982
C 3.7455 -2.3784 -2.7720  -0.948
C -1.1858 1.4367 1.6478  0.230
N -2.0457 1.3258 0.6065  -0.132
H -5.0605 -0.1238 -0.2394  0.282
H -3.5410 -0.9850 -0.4896  0.347
H -3.8282 0.4635 -1.4126  0.291
H -4.8949 0.4731 2.3561  0.370
H -3.2340 0.4722 4.1884  0.327
H -0.9304 1.0936 4.9998  0.361
H 1.3328 1.8064 4.5227  0.386
H 2.1220 2.0965 2.1739  0.544
H 1.9513 0.2891 0.5743  0.402
H 2.2821 1.1519 -0.9601  0.272
H 0.3594 -0.0625 -2.0076  0.041
H -0.7895 -0.2447 -0.0408  0.330
H 1.2031 -2.4618 -1.6453  0.295
H 2.4364 -1.7735 -0.5615  0.435
H 1.3157 -2.0008 -4.0311  0.385
H 1.3121 -0.1945 -3.8176  0.240
H 2.6110 -1.0437 -4.6791  0.357
H 4.5103 -2.1045 -3.5004  0.294
H 3.2807 -3.2881 -3.1433  0.386
H 4.2168 -2.6348 -1.8194  0.290
H -1.6719 1.6763 -0.2954  0.369

Gap between HOMO and LUMO (eV): 8.7
Energy above the lowest of the compared OMol25 structures with the same formula, charge and spin (kJ/mol): 0.0
HOMO level (eV): -8.35
Electronic energy (eV): -22610.395
SMILES: CB1C=Cc2cccc(OC[C@H](O)CN(C)C)c2N1


Entry 4:
C5H8N2O | wB97M-V/def2-TZVPD

Last column: Mulliken charge in e.
Positions of all 16 atoms, in Å:
C -0.4978 1.6826 -1.9348  -0.348
N 0.4228 1.1425 -1.2106  -0.630
N -0.0683 0.4712 -0.1522  0.386
C -1.3364 -0.3536 -0.0074  -0.468
C -0.6097 -1.1295 1.1239  -0.436
C 0.7537 -0.5955 0.5207  -0.011
C 2.0248 -0.5330 1.1364  -0.030
O 2.9839 -1.1838 0.8269  -0.428
H -0.0384 2.4906 -2.6705  0.242
H -1.4907 2.2431 -1.6711  0.188
H -1.3846 -0.8784 -1.0847  0.321
H -2.3037 0.4734 0.1970  0.275
H -0.8796 -0.5485 2.1220  0.237
H -0.4806 -2.3698 1.2832  0.304
H 1.0178 -1.4001 -0.2867  0.230
H 1.8867 0.4888 1.8079  0.169

Gap between HOMO and LUMO (eV): 9.1
Energy above the lowest of the compared OMol25 structures with the same formula, charge and spin (kJ/mol): 635.6
HOMO level (eV): -8.83
Electronic energy (eV): -10336.138
SMILES: C=NN1CC[C@@H]1C=O


Entry 5:
C30H41BN4O3P | wB97M-V/def2-TZVPD

Last column: Mulliken charge in e.
Positions of all 80 atoms, in Å:
C 2.4226 2.5926 -0.3618  0.211
C 2.0445 1.5698 0.2016  -2.199
C 1.3295 0.2333 0.5062  1.584
C 2.1832 -0.9907 0.2995  -0.335
P 3.9554 -0.7944 -0.3297  0.194
N 3.8597 -0.3116 -1.8552  -0.655
C 1.5359 -2.3168 0.6335  0.233
B 2.4943 -3.6170 0.4513  1.057
O 2.7706 -4.1623 -0.8309  -0.644
O 3.0602 -4.2565 1.5689  -0.532
C 0.1026 -2.3921 1.1381  -0.157
C -0.5651 -3.7736 1.5258  -0.189
C -0.7677 -3.9289 3.1287  -1.412
C -1.9384 -4.0593 0.7236  -0.805
C -1.7763 -3.9132 -0.8604  -0.887
C -0.6208 -1.0615 1.2847  0.594
C -2.1048 -1.0514 1.8524  -0.442
C -3.2058 -0.9307 0.7157  0.772
C -2.9170 -0.7551 -0.8305  -1.382
N -4.4317 -0.9417 1.1312  -0.769
N 0.0004 0.1774 0.9663  0.655
C -0.7952 1.4296 1.1395  -1.105
C -0.7599 1.9418 2.6635  0.520
O 0.2298 1.8937 3.3644  -0.555
N -2.0389 2.5093 3.1300  0.171
C -2.3796 2.0278 4.4942  -0.828
C -2.0447 3.9908 3.0215  -0.899
H 2.6585 3.6650 -0.5757  0.478
H 4.7182 -1.9949 -0.2326  0.117
H 4.6156 0.1958 0.4746  0.141
H 4.3624 -1.0136 -2.4237  0.241
H 1.9848 -3.9460 -1.3809  0.364
H 3.5049 -5.0779 1.2542  0.334
H 0.0854 -4.6695 1.2489  0.505
H -1.8780 -4.0435 3.3589  0.367
H -0.2275 -4.8463 3.5004  0.313
H -0.3189 -3.0079 3.5998  0.347
H -2.1372 -5.1684 0.9091  0.589
H -2.8244 -3.5161 1.1564  0.426
H -0.7460 -3.5252 -1.1640  0.140
H -1.8305 -4.9575 -1.3182  0.351
H -2.6036 -3.3273 -1.3571  0.043
H -2.2828 -0.1666 2.5513  -0.260
H -2.3479 -1.9680 2.4550  0.380
H -3.7488 -1.3025 -1.3848  0.529
H -1.9129 -1.1643 -1.1414  0.198
H -3.0402 0.3371 -1.0889  0.350
H -5.0643 -0.8255 0.3282  0.309
H -1.8617 1.3071 0.7635  -0.064
H -0.3772 2.2917 0.5326  0.722
H -3.4649 2.3104 4.6761  0.342
H -2.3103 0.9070 4.5791  0.237
H -1.7540 2.5974 5.2449  0.343
H -3.0796 4.3546 3.3114  0.327
H -1.2825 4.4076 3.7523  0.363
H -1.8630 4.3212 1.9511  0.267
C 5.2369 5.6302 -0.2414  -0.277
C 4.7816 6.3174 0.8783  -0.409
C 4.9939 7.6868 0.9877  -0.354
C 5.6530 8.3706 -0.0276  -0.411
C 6.1049 7.6838 -1.1489  -0.335
C 5.9009 6.3131 -1.2543  -0.535
H 5.0745 4.5605 -0.3251  0.527
H 4.2614 5.7847 1.6675  0.362
H 4.6449 8.2216 1.8637  0.356
H 5.8145 9.4394 0.0554  0.359
H 6.6176 8.2178 -1.9411  0.363
H 6.2582 5.7769 -2.1262  0.356
C -3.0384 -1.5963 -4.8659  -0.311
C -2.0675 -2.4478 -5.3809  -0.470
C -2.3571 -3.7929 -5.5809  -0.390
C -3.6215 -4.2847 -5.2746  -0.424
C -4.5935 -3.4325 -4.7629  -0.394
C -4.3012 -2.0892 -4.5543  -0.422
H -2.8111 -0.5477 -4.7069  0.411
H -1.0836 -2.0628 -5.6261  0.395
H -1.5980 -4.4582 -5.9765  0.397
H -3.8488 -5.3326 -5.4352  0.394
H -5.5799 -3.8158 -4.5259  0.381
H -5.0580 -1.4256 -4.1503  0.435

Gap between HOMO and LUMO (eV): 6.6
HOMO level (eV): -11.02
Total charge: +1
Electronic energy (eV): -53832.326